Entry 1:
C24H37Br4Cl28N2O2 | ωB97M-V/def2-TZVPD

Geometry as XYZ:
```
97
Properties=species:S:1:pos:R:3:forces:R:3:lowdin_charge:R:1
C -3.514612 0.679167 5.114477 0.234 0.020 -0.585 -0.1582
C -2.405201 0.275508 3.930623 3.350 2.556 1.198 -0.5677
Br -2.743016 -1.172559 2.561959 0.512 1.835 1.735 0.6117
C -1.117507 1.022569 3.930707 -2.895 -2.186 0.532 -0.5944
Br -0.880217 2.469603 5.345662 -0.004 -1.786 -1.888 0.6617
N 0.030932 0.844487 2.962364 0.201 0.099 -0.887 -0.1044
C -0.288906 1.371916 1.573986 7.810 -2.974 0.387 0.1067
C 1.141068 1.049037 0.840021 -3.738 0.597 3.051 -0.0480
C 1.325356 1.440281 -0.741322 0.322 0.115 0.977 -0.0807
C 1.092985 3.092148 -0.852023 -6.493 2.213 -0.878 -0.5730
O -0.139522 3.585077 -1.029905 8.044 -3.558 1.207 -0.1015
Br 2.624008 4.422705 -0.684433 -1.772 -2.168 -0.060 0.6471
N 2.066855 0.417846 1.856397 -3.004 0.185 1.500 -0.0736
C 3.523486 0.008620 1.554898 0.467 0.980 0.313 -0.0939
C 4.319514 1.459863 1.318001 3.469 1.337 -5.929 -0.5866
O 5.002792 1.770007 0.212643 -4.767 -2.420 7.531 -0.0904
Br 4.179489 2.836289 2.799640 0.038 -1.667 -1.509 0.6544
C 1.411412 0.239138 3.217904 -2.667 2.903 -5.622 0.0909
H -3.070299 0.539387 6.205643 -0.702 0.103 -2.522 0.0954
H -4.476337 0.012803 5.001211 1.964 1.410 0.081 0.0634
H -3.748065 1.842252 4.982217 0.379 -2.765 0.205 0.0350
H -1.245811 1.874521 1.125427 1.823 -1.119 1.487 0.0484
H 0.451918 0.884093 -1.335335 2.052 1.435 1.287 0.1552
H 2.394114 1.150931 -1.120536 -2.110 0.612 0.647 0.1191
H 4.038174 -0.498100 2.505388 -1.467 1.069 -2.117 0.1520
H 3.586781 -0.688902 0.597963 -0.151 1.689 2.077 0.1591
H 1.849556 -0.233771 4.194846 -1.039 1.018 -2.052 0.0854
C 1.352181 -3.258712 4.763829 -0.303 -0.370 -0.046 -0.9671
Cl 1.826298 -1.990985 5.900983 -0.020 0.073 0.193 0.5547
Cl 2.217072 -3.094152 3.230897 0.066 0.040 0.106 0.4915
H 1.584084 -4.233112 5.200354 0.076 0.309 -0.097 0.0400
H 0.278167 -3.184683 4.576120 0.290 0.089 -0.004 0.0368
C 1.371930 -5.101234 -0.309735 -0.133 -0.406 -0.237 -1.0465
Cl 2.794469 -4.136807 -0.723620 0.018 0.128 -0.032 0.4710
Cl 0.267342 -4.192235 0.728824 -0.232 -0.120 -0.138 0.4716
H 0.849750 -5.377572 -1.228841 0.155 0.248 0.188 -0.0208
H 1.694385 -6.002910 0.216786 -0.031 0.398 -0.111 -0.0470
C -4.663844 2.335261 1.657858 -0.423 -0.101 0.383 -0.9847
Cl -3.389166 2.270892 0.434710 0.053 0.073 -0.246 0.5997
Cl -4.241508 3.455654 2.958378 -0.040 0.034 -0.108 0.5710
H -5.591657 2.669568 1.187549 0.348 0.017 0.085 -0.0141
H -4.802895 1.336750 2.079591 0.154 0.189 -0.089 -0.0132
C -3.903431 -4.862462 0.385610 0.011 -0.356 -0.083 -1.0573
Cl -3.410821 -3.246678 -0.135556 -0.089 0.111 -0.082 0.4735
Cl -3.382724 -5.182112 2.044432 -0.069 -0.012 0.061 0.5157
H -4.992313 -4.936369 0.334021 0.268 0.064 0.030 0.0248
H -3.451445 -5.603556 -0.278247 -0.044 0.410 0.362 -0.0706
C 6.519599 4.794892 -1.209280 0.120 -0.406 -0.212 -1.0206
Cl 7.942138 5.759319 -1.623165 -0.071 -0.115 -0.026 0.5254
Cl 5.415011 5.703891 -0.170721 0.112 0.144 0.113 0.4494
H 5.997419 4.518555 -2.128385 0.077 0.208 0.222 0.0174
H 6.842054 3.893218 -0.682760 -0.091 0.323 -0.039 0.0234
C 2.174699 6.928666 -3.570628 -0.433 0.108 -0.036 -1.0187
Cl 3.433237 5.714695 -3.830233 0.064 -0.048 -0.137 0.4661
Cl 2.714184 8.171417 -2.435054 -0.071 -0.008 -0.029 0.5123
H 1.933012 7.400487 -4.526012 0.175 -0.132 0.272 -0.0362
H 1.285796 6.438547 -3.165839 0.309 0.067 0.009 0.0268
C 4.467788 -7.143312 1.593264 0.417 -0.270 0.088 -0.9813
Cl 4.345713 -7.107050 -0.169921 0.153 -0.189 0.075 0.5269
Cl 3.068511 -6.366404 2.343889 0.053 -0.041 0.245 0.5240
H 4.517964 -8.183097 1.925103 -0.133 0.280 -0.129 0.0346
H 5.374323 -6.614593 1.898009 -0.315 -0.038 -0.132 0.0355
C 3.727974 7.628277 -7.018778 0.363 0.253 0.036 -1.0013
Cl 3.827142 5.883927 -7.287939 0.050 0.011 -0.107 0.5173
Cl 2.047314 8.176307 -7.011806 0.017 0.104 -0.046 0.5387
H 4.183701 7.865961 -6.054616 -0.183 -0.157 -0.174 0.0235
H 4.266668 8.142767 -7.818357 -0.243 -0.194 0.145 0.0357
C -6.462489 -2.785075 2.408889 -0.003 -0.412 -0.118 -0.9966
Cl -6.001418 -3.005501 4.101185 0.001 -0.160 -0.219 0.4926
Cl -6.463726 -1.073244 1.967713 -0.126 0.044 -0.148 0.5120
H -5.749108 -3.315650 1.773777 -0.070 0.267 0.226 -0.0258
H -7.465236 -3.192251 2.257480 0.223 0.230 0.114 0.0402
C 7.090657 4.484559 -8.566762 -0.348 -0.103 -0.003 -1.0470
Cl 7.715561 5.226775 -10.044481 -0.115 -0.023 -0.022 0.5015
Cl 8.332552 4.425890 -7.310079 -0.077 -0.052 0.096 0.4936
H 6.244498 5.072694 -8.203581 0.348 -0.086 -0.101 -0.0426
H 6.763123 3.466421 -8.791123 0.220 0.253 0.022 0.0300
C -6.261448 1.036590 -1.213661 0.300 -0.221 -0.087 -1.0418
Cl -6.541074 1.376974 -2.925674 0.112 -0.057 0.066 0.5277
Cl -7.576078 1.670340 -0.216108 -0.057 -0.026 0.121 0.5265
H -6.196776 -0.044845 -1.071875 -0.146 0.258 -0.043 0.0189
H -5.323575 1.505762 -0.906269 -0.403 -0.091 -0.229 -0.0511
C -2.750075 -6.688640 -3.139768 0.112 -0.324 -0.401 -0.9687
Cl -4.315009 -6.655201 -2.318245 -0.118 -0.226 -0.320 0.5690
Cl -1.644598 -5.493209 -2.451387 0.070 0.029 -0.032 0.5365
H -2.311740 -7.683411 -3.029846 -0.137 0.293 0.096 0.0383
H -2.899676 -6.466371 -4.199218 -0.008 0.061 0.344 0.0384
C 2.391064 -2.360718 -4.291247 0.148 0.285 -0.024 -1.0376
Cl 3.599495 -3.464703 -4.959042 0.006 0.142 0.048 0.5131
Cl 0.913157 -3.225530 -3.852054 -0.117 0.099 0.049 0.4826
H 2.801352 -1.881560 -3.399137 -0.094 -0.263 -0.162 0.0138
H 2.150178 -1.601956 -5.039894 0.011 -0.309 0.129 0.0302
C -8.411380 -1.997896 7.007837 -0.198 -0.354 -0.030 -1.0339
Cl -6.988842 -1.033469 6.593951 0.061 0.089 0.108 0.4648
Cl -9.515970 -1.088897 8.046395 -0.002 -0.126 -0.059 0.5144
H -8.933561 -2.274234 6.088731 0.152 0.200 0.210 0.0275
H -8.088926 -2.899571 7.534357 -0.025 0.333 -0.068 0.0323
```
Positions in Å, forces in eV/Å.

Output
HOMO: -12.0 eV
lowest unoccupied orbital energy: -3.84 eV
frontier orbital gap: 8.122 eV
charge: +1


Entry 2:
C24H37Cl2NO3PrS3SbSi3 | ωB97M-V/def2-TZVPD

Geometry as XYZ:
```
75
Properties=species:S:1:pos:R:3:forces:R:3:lowdin_charge:R:1
Pr -0.559610 -1.200331 -0.522730 0.226 -1.070 0.702 0.3799
S -4.160476 -5.519619 0.591324 -0.285 0.063 -0.207 -0.2730
Sb -2.368265 -4.159486 0.758934 0.460 0.231 0.500 0.2014
S -2.654012 -1.852269 1.262953 -0.081 0.204 0.177 -0.0234
S -0.912994 -3.931786 -1.051701 0.220 -0.166 -0.493 -0.0168
C -3.755955 -1.959902 -2.015257 0.400 -1.120 -1.409 -0.1611
O -2.692341 -1.055089 -1.926835 0.243 0.975 0.391 -0.4440
Si -2.126043 0.054227 -3.080494 0.469 -0.620 -0.208 0.3382
C -1.675766 -1.156642 -4.485290 -0.255 0.029 0.076 -0.1355
C -3.511112 1.119003 -3.794043 0.270 -0.393 0.113 -0.1352
C -0.795110 0.758663 -2.038374 -0.026 1.009 -0.986 -0.5489
Si 0.775508 1.144624 -2.949584 -0.376 0.289 0.448 0.3417
C 0.573376 1.912133 -4.643773 -0.377 0.492 -0.450 -0.1789
C 1.787866 -0.375225 -3.223535 -0.066 -1.083 0.458 -0.1552
C 1.939776 2.308967 -2.037462 -0.040 0.308 -0.301 -0.1665
Si -1.402312 2.153409 -0.959181 -0.133 -0.524 0.061 0.3808
C -1.462416 3.904315 -1.668763 -0.573 -0.708 0.235 -0.1575
C -0.466050 2.108083 0.666224 0.348 -0.443 -0.605 -0.1570
C -3.155360 1.877042 -0.319843 0.315 -0.350 -0.277 -0.1583
H -3.315719 -2.932627 -2.306337 -0.481 0.233 0.018 0.0697
H -4.483796 -1.650637 -2.772775 -0.025 0.020 0.087 0.0863
H -4.223688 -2.092697 -1.070564 -0.439 0.125 0.858 0.0378
H -2.610535 -1.529064 -4.914192 -0.217 0.141 0.002 0.0355
H -1.189067 -2.065908 -4.143687 0.260 -0.067 0.389 0.0311
H -1.096326 -0.798974 -5.324702 0.213 0.376 -0.188 0.0168
H -4.431498 0.553252 -3.658605 -0.247 -0.013 -0.088 0.0280
H -3.360996 1.272273 -4.869802 0.006 0.054 0.228 0.0383
H -3.626885 2.065679 -3.282700 -0.012 0.249 -0.023 0.0030
H -0.061705 1.340581 -5.341709 0.070 0.243 0.330 0.0216
H 1.565618 1.931924 -5.090412 0.221 0.069 -0.136 0.0215
H 0.223937 2.964452 -4.600478 0.008 -0.546 -0.036 0.0370
H 1.207720 -1.187647 -3.699999 0.302 0.251 0.091 0.0482
H 2.174105 -0.767365 -2.264271 -0.192 0.045 -0.369 0.0293
H 2.659656 -0.160810 -3.827366 0.232 0.038 -0.327 0.0348
H 1.496891 3.285958 -1.834133 -0.010 0.024 0.024 0.0189
H 2.802922 2.481022 -2.694896 -0.044 -0.028 0.137 0.0360
H 2.296017 1.903808 -1.097544 0.069 -0.183 0.200 0.0181
H -0.566040 4.259502 -2.131481 0.581 0.287 -0.209 0.0032
H -1.770762 4.554180 -0.854280 0.100 0.283 0.117 0.0288
H -2.267468 3.922108 -2.401874 -0.047 0.065 -0.205 0.0218
H 0.611868 2.151663 0.523819 0.052 0.090 0.196 0.0269
H -0.690900 1.159873 1.171631 0.025 0.061 0.167 0.0241
H -0.811378 2.895398 1.306122 -0.102 0.526 0.503 0.0348
H -3.915581 2.017749 -1.073006 -0.363 -0.044 -0.248 0.0182
H -3.295789 2.637677 0.431030 -0.206 0.325 0.467 0.0284
H -3.293603 0.894146 0.145894 0.001 0.110 -0.059 0.0186
Cl 0.450234 -2.266225 3.190158 0.132 0.148 -0.020 0.8128
C 0.181535 -0.667592 3.820233 -0.385 0.207 -0.209 -0.5275
C -1.119943 -0.403909 4.210910 0.197 0.671 0.331 -0.1248
C -1.459203 0.870114 4.655561 -0.790 -0.104 0.346 -0.0780
C -0.516797 1.879734 4.708580 0.011 -0.220 0.195 -0.1243
C 0.775959 1.600265 4.300363 0.553 0.286 0.107 -0.5578
Cl 1.997169 2.882743 4.417081 -0.571 -0.539 -0.130 0.6361
C 1.165652 0.337965 3.833139 -0.550 0.263 -0.002 -0.2926
N 2.449532 0.159068 3.288403 -0.240 0.090 0.774 0.0710
C 3.077736 -1.048769 3.562324 0.584 -0.584 -0.131 -0.2748
C 3.129442 -1.536410 4.877765 0.701 -0.201 -0.586 -0.0433
C 3.754117 -2.754658 5.144326 -0.462 0.295 -0.415 -0.0912
C 4.262221 -3.498882 4.086124 0.138 -0.546 -0.118 -0.1059
C 4.211321 -3.007268 2.784287 -0.029 0.059 -0.117 -0.0454
C 3.643730 -1.772367 2.491813 0.072 0.023 0.350 -0.1651
C 3.612618 -1.218673 1.071732 0.487 -1.433 -0.103 -0.0366
C 2.273962 -1.246224 0.386920 -1.235 0.274 -0.799 -0.6342
O 1.972329 -2.193467 -0.375074 -0.223 0.398 0.493 -0.0625
O 1.475488 -0.235065 0.530620 0.481 -0.557 0.239 -0.1782
H -1.848888 -1.181996 4.147699 -0.321 -0.312 -0.062 0.0738
H -2.485193 1.084474 5.016036 0.736 -0.253 -0.395 0.1184
H -0.794114 2.833332 5.134579 0.206 0.136 -0.188 0.1015
H 2.410023 0.396428 2.317843 0.046 0.126 -0.697 0.0987
H 2.718418 -0.949366 5.682914 -0.143 0.126 0.068 0.1146
H 3.768634 -3.112217 6.166151 0.115 -0.120 -0.062 0.0969
H 4.673381 -4.506274 4.211935 -0.090 0.461 0.252 0.0984
H 4.598017 -3.631569 1.976045 -0.076 0.256 0.147 0.1159
H 4.265844 -1.845361 0.422956 -0.252 0.502 0.570 0.1386
H 3.951076 -0.203465 1.052327 0.410 0.692 0.007 0.1183
```
Positions in Å, forces in eV/Å.

Output
⟨S²⟩: 3.76
HOMO (alpha / beta): -4.4 / -5.5 eV
lowest unoccupied orbital energy (alpha / beta): 2.36 / 1.27 eV
frontier orbital gap (alpha / beta): 6.719 / 6.725 eV
energy relative to the best compared isomer or geometry (same formula, charge and spin): 0.0 kJ/mol
charge: -1
2S+1: 4


Entry 3:
C24H37Cl2NO3PrS3SbSi3 | ωB97M-V/def2-TZVPD

Geometry as XYZ:
```
75
Properties=species:S:1:pos:R:3:forces:R:3:lowdin_charge:R:1
Pr 0.915617 1.683982 0.773502 -0.194 -0.922 -0.587 0.3379
S -1.623216 5.536204 1.800670 0.119 0.112 -0.157 -0.2084
Sb 0.624131 5.115762 1.574807 -0.066 -0.395 -0.180 0.2505
S 1.124272 3.261284 2.953960 0.101 0.089 0.601 -0.0553
S 1.309158 4.143406 -0.487649 -0.014 0.213 0.021 -0.0688
C 0.271836 -0.569096 -1.946464 0.826 -0.426 -0.460 -0.1236
O 1.248425 -0.377151 -0.926244 -0.789 1.782 -0.565 -0.3657
Si 2.126256 -1.384226 0.082346 -1.018 -0.683 -0.040 0.2775
C 3.217822 -2.562823 -0.908575 1.557 -0.442 -0.330 -0.1628
C 0.770224 -2.603784 0.653257 1.049 -0.654 -0.197 -0.1463
C 2.822146 -0.132100 1.196824 1.009 -0.129 0.623 -0.5195
Si 4.506548 0.478408 0.520991 -0.935 -0.199 0.151 0.4421
C 4.269384 0.946031 -1.333168 0.143 -2.119 1.639 -0.1443
C 4.992768 2.070888 1.393580 1.616 -0.536 -1.355 -0.1659
C 5.954127 -0.780954 0.536721 0.005 0.788 -1.106 -0.1655
Si 2.824662 -0.696208 2.996643 0.082 -0.455 -0.700 0.3719
C 3.980163 0.110668 4.216638 1.001 -2.260 -0.648 -0.1750
C 3.464061 -2.470466 3.170496 -0.307 -1.516 1.208 -0.1986
C 1.128376 -0.633219 3.801787 -0.830 -0.663 -1.654 -0.1581
H 0.801291 -0.950535 -2.816553 -0.060 -0.200 -0.304 0.0892
H -0.253313 0.337784 -2.263068 0.381 0.060 0.618 0.0582
H -0.461860 -1.295819 -1.645001 -0.427 -0.331 0.243 0.0696
H 2.671400 -3.427316 -1.329117 -0.008 0.631 -0.125 0.0318
H 3.987974 -3.060475 -0.279998 -0.541 0.311 0.240 0.0325
H 3.897644 -2.107101 -1.674654 -0.950 -0.233 0.275 0.0301
H 0.359180 -3.192825 -0.198972 0.713 0.153 0.396 0.0409
H -0.111397 -2.222540 1.115500 -0.479 0.678 0.673 0.0104
H 1.313860 -3.255518 1.371134 -0.700 -0.066 -0.417 0.0234
H 3.456326 1.569976 -1.538678 -1.113 1.403 -0.167 0.0003
H 4.022210 0.014499 -1.844772 0.316 -0.019 -0.223 0.0120
H 5.193497 1.332920 -1.661230 1.025 0.584 -0.778 0.0150
H 5.104998 2.056656 2.461192 -0.164 0.106 0.412 0.0125
H 4.282637 2.771495 1.029629 -0.987 0.943 0.204 0.0012
H 5.941873 2.433705 0.915981 -0.450 -0.367 0.537 0.0476
H 5.815479 -1.532486 -0.237858 -0.037 0.026 -0.281 0.0090
H 6.085460 -1.339080 1.412097 -0.254 -0.794 1.718 -0.0146
H 6.953711 -0.348524 0.399842 -0.259 0.332 -0.332 0.0296
H 5.005783 0.203126 3.855805 0.044 -0.151 0.135 0.0330
H 3.944064 -0.437267 5.161083 0.217 -0.387 -0.159 0.0414
H 3.641223 1.023123 4.474384 -1.075 3.535 0.649 -0.0207
H 4.536770 -2.539954 2.927495 -0.154 0.230 0.430 0.0221
H 3.044574 -3.315828 2.622343 -0.357 0.325 -0.569 -0.0011
H 3.261528 -2.864422 4.230905 0.703 0.856 -1.047 0.0535
H 1.140276 -1.015531 4.796750 0.008 -0.507 0.784 0.0228
H 0.368090 -1.171569 3.189715 0.649 -0.437 0.419 0.0410
H 0.593625 0.285765 3.835827 0.128 1.486 0.240 -0.0009
Cl -2.708592 -0.386988 -3.608277 0.620 0.677 -0.394 0.8123
C -3.990431 -1.377157 -3.122750 -0.369 -0.245 1.612 -0.6345
C -4.396250 -2.426386 -3.914627 0.201 -0.387 -0.172 -0.1113
C -5.424608 -3.290986 -3.520912 1.341 0.569 -0.845 -0.0864
C -5.939522 -3.182577 -2.261422 -0.567 -0.954 -0.208 -0.1496
C -5.491131 -2.167286 -1.464367 -0.037 0.812 0.997 -0.5619
Cl -6.306695 -2.125023 0.093566 0.421 0.434 0.046 0.6785
C -4.536803 -1.191305 -1.825119 -1.135 -0.287 0.192 -0.2787
N -4.270445 -0.111370 -0.954596 0.684 -0.618 -1.359 0.0792
C -4.578289 1.201665 -1.356809 -1.011 0.636 0.140 -0.1871
C -5.478967 1.385036 -2.434647 1.046 -1.061 -0.169 -0.0621
C -5.717977 2.639637 -2.903274 -0.548 1.634 -0.963 -0.1101
C -5.196310 3.772996 -2.228720 -0.247 -0.943 -1.392 -0.0769
C -4.400603 3.585977 -1.101795 -0.514 0.907 -0.924 -0.0419
C -4.096555 2.339696 -0.643320 0.827 -2.139 0.747 -0.1318
C -3.209472 2.160379 0.603144 0.765 -0.647 -0.524 -0.0249
C -1.834564 1.485042 0.397198 -1.095 -0.653 -0.032 -0.6677
O -1.375926 0.693967 1.292184 0.244 0.900 -0.336 -0.0976
O -1.185544 1.794934 -0.620032 0.855 0.288 -0.211 -0.0968
H -3.775180 -2.652167 -4.784902 -0.587 0.263 -0.035 0.1081
H -5.680999 -4.024362 -4.250623 -0.443 -0.700 0.004 0.0962
H -6.670064 -3.894893 -1.859769 0.261 0.427 -0.306 0.1068
H -4.352327 -0.343641 0.008513 -0.036 0.024 0.689 0.1023
H -5.844072 0.567634 -3.092214 0.319 0.289 1.023 0.1202
H -6.294380 2.683357 -3.888726 0.771 0.461 1.588 0.1211
H -5.290807 4.718507 -2.755488 -0.061 0.138 0.574 0.0938
H -3.934029 4.426633 -0.622776 0.035 0.323 0.200 0.1063
H -3.667521 1.541835 1.352864 -0.616 -0.096 0.471 0.1097
H -2.875600 3.087982 1.087796 -0.646 0.198 -0.248 0.0730
```
Positions in Å, forces in eV/Å.

Output
⟨S²⟩: 3.77
HOMO (alpha / beta): -5.2 / -5.5 eV
lowest unoccupied orbital energy (alpha / beta): 2.18 / 0.47 eV
frontier orbital gap (alpha / beta): 7.335 / 5.951 eV
energy relative to the best compared isomer or geometry (same formula, charge and spin): 153.8 kJ/mol
charge: -1
2S+1: 4